No. 1
Here is a cluster of 9 separate species, C22H54O13S7 in total in a non-equilibrium geometry from OMol25. Energies are from wB97M-V/def2-TZVPD.

Atoms and positions in Å:
C 0.5230 -1.3159 4.6919
C -0.2999 -0.8166 5.8473
C -1.6397 -1.5435 5.7463
O -1.5413 -2.5121 6.7682
C -0.5573 -2.2993 7.6049
O -0.3913 -3.0092 8.5991
O 0.2580 -1.4058 7.1001
H 0.0780 -1.1413 3.7123
H 0.7303 -2.3849 4.7417
H 1.4158 -0.7187 4.5064
H -0.3679 0.2702 5.7993
H -1.7592 -2.0743 4.8018
H -2.4068 -0.7847 5.9007
C -2.2029 -1.8655 -4.4621
C -0.8947 -1.6592 -5.2363
C -1.0103 -1.2262 -6.6182
O -0.0828 -0.2444 -6.9052
C 0.6047 0.0748 -5.7092
O 1.4008 1.0229 -5.5475
O 0.0500 -0.7201 -4.6764
H -2.8877 -2.4704 -5.0564
H -2.8607 -1.0041 -4.3461
H -2.1650 -2.4808 -3.5631
H -0.4252 -2.6359 -5.3539
H -2.0072 -0.8398 -6.8304
H -1.0249 -1.9670 -7.4177
C 4.3396 -3.2580 -2.0925
S 3.4827 -2.8073 -0.5359
O 3.8862 -4.0733 0.2816
C 4.5076 -1.3345 -0.1561
H 5.4067 -3.4204 -1.9407
H 4.1085 -2.4983 -2.8392
H 3.9772 -4.2512 -2.3576
H 4.7021 -1.4299 0.9122
H 3.9200 -0.4690 -0.4622
H 5.4399 -1.3475 -0.7207
C 2.6560 1.7518 2.4716
S 4.0024 1.0427 3.3688
O 4.8855 0.2616 2.4397
C 4.9767 2.5384 3.6391
H 1.7832 1.2557 2.8961
H 2.5778 1.4012 1.4424
H 2.4523 2.8212 2.5249
H 4.8890 3.1289 2.7271
H 6.0303 2.2982 3.7818
H 4.5753 3.0727 4.5002
C -3.4401 3.3260 4.1159
S -3.1654 3.3232 2.2562
O -3.7320 4.6430 1.7666
C -1.3227 3.4124 2.4679
H -3.2392 2.2899 4.3884
H -4.4323 3.6188 4.4592
H -2.8326 4.0206 4.6961
H -0.8588 3.0272 1.5598
H -0.9323 2.6972 3.1919
H -0.9044 4.3541 2.8232
C 0.4025 -4.6889 -3.0654
S 1.2998 -6.2462 -2.5616
O 2.6718 -6.3305 -3.2625
C 1.4698 -5.8067 -0.8028
H 0.1589 -4.8114 -4.1207
H 1.0441 -3.8079 -3.0456
H -0.5171 -4.6254 -2.4838
H 1.8698 -4.8040 -0.9530
H 2.1704 -6.4987 -0.3354
H 0.5023 -5.8934 -0.3082
C -6.0896 1.2057 -1.4390
S -4.2102 1.4416 -1.4520
O -3.6546 1.1621 -2.8420
C -4.2408 3.3155 -1.4268
H -6.6680 0.7375 -0.6426
H -6.2270 0.6165 -2.3456
H -6.4656 2.2183 -1.5856
H -4.6771 3.7294 -2.3359
H -3.1816 3.5702 -1.3901
H -4.8847 3.6373 -0.6083
C 0.6664 -0.8329 -1.4067
S 0.0104 -1.2896 0.2960
O 0.7653 -0.4972 1.3463
C -1.5415 -0.3100 0.3157
H 1.7286 -1.0765 -1.4306
H 0.5680 0.1957 -1.7537
H 0.2513 -1.5029 -2.1597
H -1.9543 -0.6156 1.2770
H -2.2038 -0.5149 -0.5254
H -1.3898 0.7498 0.5206
C 1.0263 5.6404 -1.6464
S 1.3603 3.8189 -1.6568
O 1.8032 3.4559 -0.2594
C -0.4485 3.4289 -1.6889
H 0.1562 5.8739 -2.2601
H 1.8320 6.3264 -1.9077
H 0.6455 5.8099 -0.6393
H -0.3652 2.3475 -1.7974
H -0.9415 3.8629 -2.5588
H -1.0171 3.3651 -0.7612

Atomic forces in eV per Å
C 1.10 0.74 -1.01
C 0.57 -2.12 -0.79
C 0.37 0.72 0.37
O -2.83 -0.55 -0.59
C 0.90 -2.95 2.39
O -0.11 2.29 -2.11
O 0.80 2.66 -0.56
H -0.82 -0.02 0.09
H 0.17 0.10 0.24
H 0.59 -0.38 0.67
H 0.11 -0.10 0.92
H -0.12 0.22 0.09
H -0.67 -0.59 0.25
C -0.67 -0.06 -0.60
C 0.46 -1.58 1.34
C -3.20 0.52 -3.11
O 2.81 1.35 2.08
C 0.03 2.57 0.49
O -3.10 -4.39 -0.74
O 0.91 0.98 -1.22
H 0.37 -0.40 -0.70
H 0.69 0.58 0.50
H 0.60 0.51 0.28
H 0.47 -0.17 0.97
H -0.30 0.80 0.40
H 0.93 -0.67 0.40
C -0.70 0.05 0.08
S 2.20 -2.82 0.10
O -0.73 2.56 -0.49
C -0.12 -0.96 -0.05
H -0.02 0.56 0.36
H 0.21 -0.14 -0.25
H -0.46 0.15 -0.23
H -0.14 0.60 -0.05
H 0.02 0.10 0.47
H -0.05 -0.17 0.10
C -1.81 -0.28 -0.34
S 1.79 -0.29 0.11
O -0.62 0.02 0.08
C -0.33 0.42 -0.17
H -0.20 0.04 0.18
H 0.69 0.18 -0.10
H 0.61 0.05 0.05
H 0.03 0.14 0.09
H -0.24 -0.35 0.17
H 0.06 0.14 -0.05
C -0.08 -0.25 -0.23
S -0.10 2.05 1.85
O 0.95 -1.43 0.10
C 0.22 -0.68 -0.20
H 0.02 0.05 0.32
H -0.40 -0.38 -0.84
H 0.69 -0.08 -0.56
H 0.01 0.65 -0.32
H -0.70 -0.36 0.35
H -0.50 0.34 -0.52
C 0.73 -0.75 -0.48
S 0.52 -0.72 -1.39
O -2.06 0.85 1.48
C 0.53 0.14 -1.24
H -0.15 -0.30 0.03
H 0.06 0.03 0.60
H 0.17 0.16 0.11
H -0.04 -0.07 1.25
H 0.13 0.28 -0.16
H -0.02 0.33 -0.20
C 0.53 0.58 -1.18
S -0.18 1.18 -0.83
O -0.91 -0.29 1.29
C -0.34 -1.21 0.06
H 0.90 -0.09 0.44
H -0.15 0.11 -0.08
H -0.27 -0.21 -0.18
H 0.05 -0.51 -0.28
H -0.30 0.31 0.41
H 0.64 0.16 0.38
C 0.17 -0.38 0.28
S 0.34 2.39 -0.38
O 0.06 -0.94 -0.68
C -0.01 -0.71 0.35
H -0.07 0.06 0.46
H -0.37 0.05 0.49
H -0.47 0.00 0.18
H -0.47 -0.47 -0.18
H 0.00 0.05 0.14
H 0.67 0.07 -0.76
C -0.60 -0.07 0.31
S -1.17 1.06 1.46
O -0.10 0.23 -1.05
C 0.89 -1.78 -0.35
H 0.22 -0.23 -0.44
H 0.22 -0.47 0.15
H 0.42 0.11 0.24
H -0.17 -0.28 -0.88
H -0.06 -0.07 0.24
H 0.32 1.46 0.35

Values from the calculation:
- energy above the lowest of the compared OMol25 structures with the same formula, charge and spin (kcal per mole) = 111.5
- HOMO-LUMO gap (eV) = 8.45
- M (u) = 751.1

No. 2
Here is the ion C23H31ClN3O3S with charge +1 from OMol25. Energies are from wB97M-V/def2-TZVPD.

Atoms and positions in Å:
C -8.4290 -1.3335 -0.2623
C -7.2003 -1.5552 0.6006
N -6.3853 -0.3262 0.7166
C -5.3593 -0.3834 1.7759
C -5.0978 0.9848 2.3824
S -5.6689 0.0424 -1.0543
O -5.4524 -1.2628 -1.5594
O -6.6821 0.8935 -1.5675
C -4.1509 0.9087 -0.7838
C -4.1443 2.2963 -0.8318
C -2.9506 2.9566 -0.6203
C -1.7835 2.2375 -0.3507
Cl -0.3470 3.1153 -0.0212
C -1.7989 0.8371 -0.3220
C -0.6409 -0.0434 0.1021
O -0.8565 -0.9242 0.9102
N 0.5359 0.2120 -0.4743
C 1.7486 -0.5264 -0.1683
C 2.2763 -1.2401 -1.4117
C 3.5825 -1.9583 -1.0790
N 4.5572 -1.0005 -0.6032
C 5.8967 -1.5509 -0.4855
C 6.9132 -0.4566 -0.2936
C 6.8982 0.6494 -1.1352
C 7.8274 1.6612 -0.9803
C 8.7873 1.5761 0.0151
C 8.8098 0.4770 0.8554
C 7.8742 -0.5327 0.7040
C 4.1107 -0.3719 0.6229
C 2.8285 0.4140 0.3652
C -3.0006 0.1801 -0.5483
H -9.0165 -2.2473 -0.2850
H -9.0536 -0.5396 0.1420
H -8.1563 -1.0801 -1.2817
H -7.5037 -1.8663 1.6046
H -6.5639 -2.3288 0.1661
H -7.0163 0.4643 0.8796
H -4.4471 -0.8051 1.3502
H -5.7012 -1.0620 2.5627
H -4.3257 0.8956 3.1416
H -5.9944 1.3717 2.8621
H -4.7574 1.7009 1.6399
H -5.0568 2.8302 -1.0426
H -2.9124 4.0340 -0.6526
H 0.6196 0.9518 -1.1549
H 1.4756 -1.2591 0.5976
H 1.5415 -1.9585 -1.7774
H 2.4692 -0.5048 -2.1952
H 3.9736 -2.4350 -1.9805
H 3.3863 -2.7481 -0.3312
H 5.9665 -2.2794 0.3406
H 6.1195 -2.0802 -1.4177
H 6.1470 0.7067 -1.9086
H 7.8081 2.5165 -1.6397
H 9.5161 2.3637 0.1339
H 9.5559 0.4049 1.6326
H 7.8951 -1.3883 1.3641
H 4.8948 0.3060 0.9656
H 3.9298 -1.1200 1.4164
H 2.4948 0.8914 1.2875
H 3.0340 1.1879 -0.3769
H -3.0205 -0.8988 -0.5412

Atomic forces in eV per Å
C 0.12 -0.03 -0.03
C -0.57 -0.69 -0.21
N 0.18 0.40 -0.69
C 0.61 0.10 0.69
C 0.00 -0.12 -0.10
S 0.07 0.36 0.23
O 0.35 -0.24 0.14
O 0.07 0.38 0.10
C -0.51 -0.40 -0.08
C -0.03 0.09 -0.03
C 0.00 -0.04 -0.01
C -0.33 -0.37 -0.07
Cl -0.01 0.21 0.02
C -0.04 0.18 0.17
C -0.02 0.32 -0.29
O -0.17 -0.28 0.22
N 0.12 -0.04 -0.18
C 0.31 -0.04 -0.04
C 0.01 -0.25 0.29
C -0.08 0.10 -0.20
N 0.00 -0.02 -0.08
C -0.03 -0.04 -0.03
C 0.08 -0.06 0.05
C 0.02 -0.03 0.00
C -0.02 0.05 -0.06
C 0.08 0.04 0.07
C 0.10 0.06 0.04
C -0.08 -0.05 -0.08
C -0.06 0.28 -0.06
C -0.01 -0.32 0.22
C 0.09 -0.05 -0.05
H -0.02 -0.05 0.03
H -0.09 0.08 0.02
H -0.12 -0.04 -0.08
H 0.22 0.17 -0.04
H 0.01 0.06 0.20
H 0.10 0.00 -0.04
H -0.10 -0.08 0.04
H -0.06 -0.02 -0.26
H 0.05 -0.01 0.05
H -0.09 0.06 0.06
H 0.03 0.07 0.00
H -0.06 0.16 -0.01
H 0.01 0.08 0.01
H -0.13 -0.02 0.07
H 0.06 0.08 -0.10
H -0.06 0.01 -0.03
H -0.01 0.03 -0.08
H -0.01 -0.05 0.07
H 0.02 -0.04 -0.03
H 0.05 0.00 -0.06
H -0.04 -0.06 0.09
H -0.09 0.02 -0.08
H 0.00 0.07 -0.06
H 0.06 0.07 0.01
H 0.06 0.00 0.07
H -0.02 -0.09 0.07
H -0.07 -0.06 0.07
H 0.05 0.01 0.02
H -0.05 0.05 0.01
H 0.01 0.09 -0.03
H 0.06 -0.13 0.08

Values from the calculation:
- net charge = +1
- energy above the lowest of the compared OMol25 structures with the same formula, charge and spin (kcal per mole) = 2.0
- HOMO-LUMO gap (eV) = 6.45
- SMILES string = CC[NH+](CC)S(=O)(=O)c1ccc(Cl)c(C(=O)NC2CCN(Cc3ccccc3)CC2)c1
- M (u) = 465.0

No. 3
Here is an isolated molecule of CH3ClN4O2 in a non-equilibrium geometry from OMol25. Energies are from wB97M-V/def2-TZVPD.

Atoms and positions in Å:
H 0.7258 1.2190 1.7130
N -0.3082 1.0318 1.5099
C -0.6962 0.4126 0.5287
N -1.8554 -0.0473 0.1539
N 0.4238 -0.2766 -0.5774
Cl -0.1834 -0.3938 -2.1842
N 1.7610 -0.5228 -0.4563
O 2.0889 -0.6862 0.7059
O 2.4441 -0.6264 -1.4083
H -2.6048 0.2442 0.7589
H -1.7957 -0.3545 -0.7441

Atomic forces in eV per Å
H -2.21 -0.70 -0.74
N 1.90 1.16 0.99
C 4.32 -0.81 0.26
N -0.41 0.83 2.53
N -2.37 0.66 -0.45
Cl 0.53 0.15 0.09
N -1.27 -0.13 2.28
O 0.41 0.36 0.57
O 1.12 -0.05 -1.94
H -0.51 -0.22 -0.69
H -1.52 -1.24 -2.89

Values from the calculation:
- energy above the lowest of the compared OMol25 structures with the same formula, charge and spin (kcal per mole) = 32.7
- HOMO-LUMO gap (eV) = 10.50
- SMILES string = [H]/N=C(/N)N(Cl)[N+](=O)[O-]
- M (u) = 138.5

Question: The highest HOMO-LUMO gap belongs to which entry?
Answer: CH3ClN4O2

Question: Among the records above, which one has the highest HOMO-LUMO gap?
Answer: CH3ClN4O2

Question: Which value of HOMO-LUMO gap does entry 1 give?
Answer: 8.45 eV

Question: Which value of HOMO-LUMO gap does entry 1 give?
Answer: 8.45 eV